i | Computed, not measured: 2 unconnected molecules or ions with the total composition C4H4F2, with ωB97M-V/def2-TZVPD.

Frontier orbital gap (spin up / spin down) (eV): 10.29 / 6.33
HOMO energy (spin up / spin down) (eV): -9.9 / -6.6

Each line ends with the Mulliken charge.
Geometry (Å):
C  -2.469  0.589  -0.068  0.36
C  -2.331  -0.728  -0.028  0.26
C  -1.107  0.059  -0.069  -0.22
C  0.136  0.197  0.708  -0.79
F  -3.265  1.623  -0.030  -0.23
F  -2.904  -1.897  0.041  -0.22
H  -0.342  -0.624  -2.709  -0.05
H  0.362  1.248  0.874  0.29
H  0.968  -0.258  0.174  0.27
H  0.044  -0.315  1.671  0.33

---

ii | Computed, not measured: C4H4F2 in the gas phase, with ωB97M-V/def2-TZVPD.

Frontier orbital gap (eV): 10.32
HOMO energy (eV): -9.4
SMILES: C=C(F)C(=C)F

Each line ends with the Mulliken charge.
Geometry (Å):
C  1.407  1.150  0.028  -0.68
C  0.781  -0.035  -0.032  0.34
F  1.341  -1.224  -0.017  -0.24
C  -0.735  -0.026  0.005  0.38
C  -1.417  -1.139  0.014  -0.71
F  -1.313  1.154  -0.046  -0.26
H  0.714  1.993  0.068  0.26
H  2.500  1.275  -0.032  0.30
H  -0.804  -1.995  -0.126  0.29
H  -2.474  -1.153  0.138  0.32

---

ii is the most stable structure; the next one sits 0.2264 hartree above it.

---

i | Computed, not measured: a gas-phase ion, C5H5OS2 (charge -1), with ωB97M-V/def2-TZVPD.

Frontier orbital gap (eV): 5.62
HOMO energy (eV): -2.5
Total charge: -1
SMILES: CO/C=C/SC#C[S-]

Each line ends with the Mulliken charge.
Geometry (Å):
C  2.187  0.692  -0.154  -0.71
O  1.800  -0.332  0.823  -0.36
C  0.627  -0.883  0.731  0.11
C  -0.207  -0.750  -0.247  -0.65
S  -1.611  -1.834  -0.235  -0.18
C  -2.897  -0.669  -0.094  -0.32
C  -3.109  0.555  0.029  0.00
S  -3.859  2.034  0.071  -0.52
H  3.284  0.911  -0.067  0.23
H  1.500  1.547  -0.078  0.37
H  1.930  0.449  -1.256  0.26
H  0.411  -1.509  1.568  0.39
H  -0.055  -0.212  -1.090  0.39

---

ii | Computed, not measured: a gas-phase ion, C5H5OS2 (charge -1), with ωB97M-V/def2-TZVPD.

Frontier orbital gap (eV): 6.15
HOMO energy (eV): -2.7
Total charge: -1

Each line ends with the Mulliken charge.
Geometry (Å):
C  -0.914  1.578  -0.410  -0.21
C  -2.049  -0.640  0.200  -0.25
C  0.088  0.720  -0.299  -0.18
C  -0.860  -1.177  -0.047  0.01
C  2.078  -0.108  0.268  -0.76
O  1.391  1.059  -0.275  -0.37
S  0.088  -2.483  -0.302  -0.58
S  -2.501  0.995  -0.108  -0.18
H  -0.953  2.635  -0.659  0.31
H  -2.974  -1.234  0.228  0.32
H  3.106  0.159  0.394  0.28
H  1.905  -1.126  -0.172  0.21
H  1.594  -0.379  1.183  0.39

---

i is the most stable structure; the next one sits 0.0167 hartree above it.

---

i | Computed, not measured: 2 unconnected molecules or ions with the total composition C8H13N2, with ωB97M-V/def2-TZVPD.

Frontier orbital gap (spin up / spin down) (eV): 6.86 / 6.86
HOMO energy (spin up / spin down) (eV): -12.6 / -12.6
Total charge: +1

Each line ends with the Mulliken charge.
Geometry (Å):
C  2.004  1.567  1.612  0.02
C  -0.161  0.808  -2.793  -0.27
C  2.282  0.148  1.219  -0.06
C  -0.954  0.447  -1.980  0.05
C  3.031  2.421  1.714  -0.77
C  -1.083  -1.949  -0.666  -1.21
C  -3.276  0.332  -1.236  -0.15
C  -1.525  -0.698  0.010  -0.21
N  1.357  -0.696  1.143  -0.48
N  -1.966  0.101  -1.198  0.03
H  0.956  1.813  1.503  0.27
H  0.518  1.248  -3.464  0.47
H  2.560  3.214  2.324  0.26
H  4.073  2.208  1.646  0.34
H  -1.868  -2.297  -1.280  0.44
H  -0.213  -1.624  -1.164  0.46
H  -0.900  -2.701  0.190  0.28
H  -3.898  -0.247  -0.626  0.30
H  1.572  -1.697  0.982  0.21
H  -3.569  1.068  -1.913  0.32
H  -0.766  -0.218  0.499  0.07
H  -2.359  -0.895  0.681  0.40
H  3.424  -0.094  1.170  0.22

---

ii | Computed, not measured: a gas-phase ion, C8H13N2 (charge +1), with ωB97M-V/def2-TZVPD.

Frontier orbital gap (spin up / spin down) (eV): 6.73 / 6.75
HOMO energy (spin up / spin down) (eV): -11.9 / -11.9
Total charge: +1
SMILES: C=c1c(C)[n+](C)c(=C)n1C

Each line ends with the Mulliken charge.
Geometry (Å):
C  1.233  -2.109  1.083  -1.09
C  0.622  -1.029  0.520  0.64
C  -0.248  -0.065  1.175  0.69
C  -0.772  0.148  2.594  -1.27
N  -0.568  0.767  0.210  0.17
C  -1.215  2.078  0.314  -1.20
C  -0.079  0.476  -1.046  0.64
C  -0.229  1.091  -2.249  -1.12
N  0.620  -0.670  -0.797  0.06
C  1.232  -1.291  -1.941  -1.20
H  2.060  -2.460  0.521  0.30
H  1.013  -2.785  1.900  0.30
H  -1.739  0.673  2.520  0.38
H  -0.047  0.691  3.290  0.29
H  -1.019  -0.805  3.091  0.40
H  -0.899  2.514  1.256  0.40
H  -2.280  1.936  0.420  0.41
H  -1.068  2.726  -0.478  0.44
H  -1.014  1.923  -2.431  0.23
H  0.259  0.591  -3.132  0.30
H  1.560  -2.283  -1.750  0.38
H  0.517  -1.407  -2.710  0.44
H  2.063  -0.711  -2.359  0.39

---

ii is the most stable structure; the next one sits 0.1551 hartree above it.

---

i | Computed, not measured: a molecular structure, C6H12NO, with ωB97M-V/def2-TZVPD.

Frontier orbital gap (eV): 5.36
HOMO energy (eV): -2.2
Total charge: -1

Each line ends with the Mulliken charge.
Geometry (Å):
C  -2.821  0.254  0.289  -0.43
O  -4.091  -0.045  -0.001  -0.87
C  -1.819  -0.414  -0.691  -0.56
C  -0.364  -0.030  -0.514  -0.42
C  0.499  -0.634  0.643  -0.28
C  1.789  -0.207  0.754  -0.39
N  2.676  -0.096  -0.376  -0.47
C  3.849  0.754  -0.010  -0.92
H  -2.636  1.358  0.312  0.16
H  -2.526  -0.169  1.297  0.12
H  -2.167  -0.092  -1.688  0.21
H  -2.048  -1.483  -0.793  0.32
H  0.113  0.224  -1.454  0.40
H  -0.433  0.677  0.356  0.23
H  0.130  -1.626  0.863  0.36
H  2.284  -0.133  1.727  0.33
H  1.800  0.665  -0.213  0.24
H  4.501  0.127  0.611  0.37
H  3.517  1.730  0.319  0.29
H  4.280  0.948  -0.996  0.31

---

ii | Computed, not measured: a gas-phase ion, C6H12NO (charge -1), with ωB97M-V/def2-TZVPD.

Frontier orbital gap (eV): 5.39
HOMO energy (eV): -1.9
Total charge: -1
SMILES: C/C(=C\N)CCC[O-]

Each line ends with the Mulliken charge.
Geometry (Å):
C  0.018  -2.030  -0.073  -1.21
C  -0.491  -0.644  0.198  0.45
C  -1.585  -0.149  -0.235  -0.26
N  -2.696  -0.751  -0.770  -0.48
C  0.417  0.164  1.036  -0.76
C  1.647  0.763  0.219  -0.56
C  1.177  2.173  -0.421  -0.35
O  2.230  2.662  -1.114  -0.88
H  1.129  -2.125  -0.292  0.29
H  -0.362  -2.386  -1.027  0.35
H  -0.142  -2.764  0.793  0.24
H  -1.875  0.881  0.098  0.27
H  -3.311  -1.100  -0.170  0.17
H  -2.495  -1.315  -1.601  0.23
H  0.818  -0.421  1.959  0.32
H  -0.144  1.118  1.451  0.30
H  1.805  0.221  -0.673  0.25
H  2.553  1.021  0.875  0.36
H  0.212  1.957  -0.850  0.16
H  1.095  2.725  0.595  0.10

---

ii is the most stable structure; the next one sits 0.1526 hartree above it.

---

i | Computed, not measured: 5 unconnected molecules or ions with the total composition CH12O4S2, with ωB97M-V/def2-TZVPD.

Frontier orbital gap (eV): 9.52
HOMO energy (eV): -9.1
SMILES: CSS.O.O.O.O

Each line ends with the Mulliken charge.
Geometry (Å):
C  -1.990  0.306  -1.363  -0.71
S  -0.466  0.149  -2.369  -0.01
S  0.634  1.803  -1.879  -0.26
H  -2.578  -0.497  -1.778  0.29
H  -2.401  1.281  -1.525  0.35
H  -1.692  0.203  -0.290  0.16
H  0.223  2.828  -2.655  0.14
O  0.617  -1.971  -0.193  -0.61
H  -0.293  -1.730  -0.003  0.29
H  0.857  -2.393  0.642  0.34
O  -0.833  -1.497  2.262  -0.62
H  -0.449  -0.607  2.189  0.33
H  -0.925  -1.553  3.228  0.30
O  0.330  1.167  1.376  -0.64
H  0.655  1.449  2.249  0.28
H  1.169  0.746  1.092  0.39
O  2.676  0.154  -0.058  -0.71
H  2.091  -0.612  -0.189  0.41
H  2.374  0.775  -0.738  0.28

---

ii | Computed, not measured: 5 unconnected molecules or ions with the total composition CH12O4S2, with ωB97M-V/def2-TZVPD.

Frontier orbital gap (eV): 9.34
HOMO energy (eV): -8.9
SMILES: CSS.O.O.O.O

Each line ends with the Mulliken charge.
Geometry (Å):
C  -1.913  -1.769  -3.529  -0.80
S  -1.458  -1.467  -1.784  0.02
S  0.630  -1.417  -2.047  -0.25
H  -2.908  -2.210  -3.523  0.28
H  -1.194  -2.440  -3.983  0.30
H  -1.910  -0.808  -4.043  0.28
H  0.702  -0.096  -2.017  0.18
O  -1.014  -0.396  2.437  -0.69
H  -1.879  -0.476  2.856  0.30
H  -1.112  0.293  1.746  0.36
O  -0.143  0.998  0.160  -0.63
H  0.459  0.273  0.367  0.27
H  0.479  1.729  0.022  0.33
O  1.820  2.802  1.380  -0.65
H  2.589  3.175  1.817  0.30
H  1.706  1.954  1.856  0.41
O  1.723  0.340  2.757  -0.65
H  2.461  -0.250  2.946  0.32
H  0.963  -0.235  2.582  0.32

---

ii is the most stable structure; the next one sits 0.0052 hartree above it.

---

i | Computed, not measured: a gas-phase ion, C5H10NOS (charge -1), with ωB97M-V/def2-TZVPD.

Frontier orbital gap (spin up / spin down) (eV): 5.60 / 5.60
HOMO energy (spin up / spin down) (eV): -1.9 / -1.9
Total charge: -1

Each line ends with the Mulliken charge.
Geometry (Å):
C  0.091  -0.858  0.747  -0.48
C  -0.864  0.280  0.657  -0.34
C  0.971  -0.434  -0.396  -0.80
C  -2.571  -0.973  -0.485  -1.02
C  2.997  1.460  -0.101  -0.91
N  -2.014  0.270  0.037  0.55
O  -2.737  1.333  -0.155  -0.82
S  2.676  -0.381  -0.115  -0.24
H  0.639  -0.814  1.693  0.34
H  -0.383  -1.845  0.668  0.26
H  -0.520  1.252  0.974  0.44
H  0.716  -0.857  -1.362  0.30
H  -3.431  -0.708  -1.100  0.30
H  -1.834  -1.495  -1.091  0.31
H  -2.897  -1.625  0.332  0.30
H  4.071  1.625  -0.056  0.30
H  2.505  1.891  0.768  0.20
H  2.583  1.879  -1.013  0.31

---

ii | Computed, not measured: a gas-phase ion, C5H10NOS (charge -1), with ωB97M-V/def2-TZVPD.

Frontier orbital gap (eV): 6.44
HOMO energy (eV): -2.7
Total charge: -1
SMILES: CCNC(=O)CC[S-]

Each line ends with the Mulliken charge.
Geometry (Å):
C  1.118  -2.272  -1.098  -1.08
C  0.422  -1.506  0.089  0.17
N  1.269  -0.538  0.738  -0.12
C  1.087  0.811  0.810  0.44
O  1.983  1.477  1.333  -0.72
C  -0.234  1.462  0.494  -0.55
C  -0.916  1.235  -0.871  -0.81
S  -2.367  0.134  -0.754  -0.67
H  0.778  -3.290  -1.036  0.31
H  0.761  -1.916  -2.070  0.29
H  2.209  -2.208  -1.000  0.29
H  -0.001  -2.255  0.759  0.30
H  -0.410  -0.985  -0.348  -0.27
H  2.182  -0.828  1.075  0.24
H  -0.967  1.256  1.262  0.32
H  -0.010  2.508  0.590  0.29
H  -0.189  0.816  -1.589  0.32
H  -1.284  2.187  -1.178  0.26

---

ii is the most stable structure; the next one sits 0.1528 hartree above it.

---

i | Computed, not measured: C3H3N5O in the gas phase, with ωB97M-V/def2-TZVPD.

Frontier orbital gap (eV): 9.43
HOMO energy (eV): -8.6
SMILES: [H]/N=c1\onc2[nH]ncn12

Each line ends with the Mulliken charge.
Geometry (Å):
H  -3.273  -0.848  -0.073  0.28
N  -2.255  -1.064  -0.038  -0.65
C  -1.421  -0.113  -0.024  0.57
O  -1.577  1.232  0.080  -0.27
N  -0.281  2.000  -0.025  -0.51
C  0.536  0.957  -0.051  0.21
N  1.872  0.724  -0.012  0.15
N  2.099  -0.619  0.000  -0.61
C  0.956  -1.196  0.026  0.04
N  -0.030  -0.273  -0.014  0.08
H  2.561  1.439  -0.008  0.22
H  0.811  -2.240  0.139  0.49

---

ii | Computed, not measured: C3H3N5O in the gas phase, with ωB97M-V/def2-TZVPD.

Frontier orbital gap (eV): 9.27
HOMO energy (eV): -8.7
SMILES: [H]/N=c1\[nH]c2nn[nH]c2o1

Each line ends with the Mulliken charge.
Geometry (Å):
H  3.571  0.557  -0.053  0.23
N  3.018  -0.266  0.096  -0.66
C  1.722  -0.035  0.018  0.37
N  0.935  1.162  -0.064  -0.13
C  -0.414  0.719  -0.040  0.26
N  -1.771  1.146  -0.016  -0.31
N  -2.458  0.074  0.090  -0.56
N  -1.730  -0.993  0.020  0.22
C  -0.455  -0.584  -0.092  0.47
O  0.765  -1.132  -0.065  -0.42
H  1.412  1.969  0.239  0.25
H  -2.172  -1.925  0.136  0.26

---

i is the most stable structure; the next one sits 0.0097 hartree above it.

---

i | Computed, not measured: 2 unconnected molecules or ions with the total composition C5H10Br, with ωB97M-V/def2-TZVPD.

Frontier orbital gap (spin up / spin down) (eV): 8.24 / 10.13
HOMO energy (spin up / spin down) (eV): -7.4 / -9.7
2S+1: 2

Each line ends with the Mulliken charge.
Geometry (Å):
Br  0.273  -0.078  3.259  -0.16
H  0.467  0.093  1.926  0.08
C  -0.391  -0.085  -0.521  0.20
C  -0.990  -1.423  -0.115  -1.07
C  -1.210  1.160  -0.161  -1.00
C  0.976  -0.013  -0.955  0.09
C  2.184  0.384  -0.390  -0.68
H  -0.251  -2.156  0.294  0.30
H  -1.855  -1.322  0.556  0.35
H  -1.324  -1.806  -1.140  0.31
H  -0.658  2.077  0.167  0.30
H  -1.657  1.424  -1.173  0.31
H  -2.048  0.959  0.531  0.33
H  1.064  -0.268  -2.054  0.24
H  3.060  0.443  -0.958  0.31
H  2.361  0.612  0.733  0.12

---

ii | Computed, not measured: 2 unconnected molecules or ions with the total composition C5H10Br, with ωB97M-V/def2-TZVPD.

Frontier orbital gap (spin up / spin down) (eV): 7.59 / 9.90
HOMO energy (spin up / spin down) (eV): -6.9 / -9.6
2S+1: 2

Each line ends with the Mulliken charge.
Geometry (Å):
Br  -2.110  -2.880  0.870  -0.21
H  -2.894  -3.146  -0.286  0.20
C  0.462  0.528  0.212  0.61
C  0.134  1.109  1.538  -1.33
C  1.440  -0.592  0.220  -1.04
C  -0.117  1.086  -0.936  -0.14
C  -0.504  0.375  -2.064  -0.75
H  -0.924  1.403  1.601  0.35
H  0.360  0.391  2.335  0.36
H  0.730  2.020  1.720  0.30
H  1.284  -1.243  -0.643  0.33
H  2.485  -0.228  0.266  0.26
H  1.281  -1.208  1.115  0.30
H  -0.259  2.195  -0.937  0.28
H  -0.764  0.915  -2.987  0.26
H  -0.603  -0.725  -2.023  0.23

---

ii is the most stable structure; the next one sits 0.0330 hartree above it.